P | ORCA calculation (wB97M-V/def2-TZVPD) on a single C6H13P molecule.

The geometry in XYZ format:
```
20
Properties=species:S:1:pos:R:3:mulliken_charge:R:1
C 0.1129 -0.7588 1.1393 -0.08
C -0.8066 0.0717 0.1584 0.80
C 1.3165 -1.4597 0.7480 -1.49
C -1.3372 1.3384 0.8556 -1.38
C 0.8289 1.0998 -1.5386 -1.09
C -0.4336 0.2124 -1.3428 -0.84
P -1.5122 -1.5444 0.9110 -0.15
H 0.1903 -0.2412 2.1985 0.29
H 1.3643 -1.6926 -0.4426 0.21
H 1.3143 -2.3625 1.3356 0.48
H 2.2354 -0.9215 0.9986 0.37
H -0.6568 2.1538 0.7147 0.33
H -1.4247 1.2825 1.9225 0.44
H -2.3061 1.6436 0.4100 0.34
H 1.4664 0.6937 -0.7348 0.22
H 0.6596 2.1006 -1.2718 0.35
H 1.2100 0.9624 -2.4894 0.39
H -0.0725 -0.6450 -1.6477 0.41
H -1.2266 0.6003 -1.9989 0.39
H -0.9223 -2.5336 0.0744 0.02
```

Kohn-Sham gap in Ha: 0.3592
SMILES: CC[C@@]1(C)P[C@H]1C
LUMO energy in eV: 1.052
HOMO energy in eV: -8.72

Q | ORCA calculation (wB97M-V/def2-TZVPD) on a single C6H13P molecule.

The geometry in XYZ format:
```
20
Properties=species:S:1:pos:R:3:mulliken_charge:R:1
C -0.5370 0.5095 -0.3247 0.46
C -0.0754 1.8787 -0.7517 -1.44
C 1.2892 -0.0706 1.3121 -1.35
C 1.6588 -0.3855 -1.2375 -1.53
C -2.7317 -1.2686 0.6267 -1.00
C 0.6353 -0.4966 -0.0453 0.48
P -2.1609 0.4417 0.1254 -0.15
H 0.3961 1.8972 -1.7596 0.25
H 0.7334 2.1814 0.0836 0.19
H -0.8364 2.5094 -0.8260 0.62
H 0.6322 0.3839 1.9816 0.40
H 2.0725 0.7419 1.0717 0.28
H 1.8077 -0.8803 1.8576 0.33
H 2.1565 -1.2983 -1.3003 0.49
H 2.3003 0.5533 -1.1077 0.29
H 1.0473 -0.4531 -2.1185 0.36
H -2.5765 -1.1898 1.6284 0.30
H -3.8435 -1.3546 0.4971 0.31
H -2.2567 -2.1405 0.2395 0.34
H 0.2890 -1.5593 0.0476 0.37
```

Kohn-Sham gap in Ha: 0.3393
SMILES: C/P=C(/C)C(C)C
LUMO energy in eV: 0.821
HOMO energy in eV: -8.41

R | ORCA calculation (wB97M-V/def2-TZVPD) on a single C6H13P molecule.

The geometry in XYZ format:
```
20
Properties=species:S:1:pos:R:3:mulliken_charge:R:1
C -0.8688 0.8806 -1.4109 -0.55
C -0.7174 1.8946 0.9554 -1.41
C 1.3675 -0.4616 -0.2435 -1.47
C -0.4432 -1.8831 0.5105 -1.62
C -0.9342 0.5684 0.3818 -0.12
C 0.1494 -0.5372 0.7210 0.55
P -2.0058 0.1164 -2.3625 -0.11
H -0.1932 1.5233 -1.7806 0.44
H -1.4828 2.1497 1.6988 0.33
H 0.1610 1.9200 1.5547 0.39
H -0.5900 2.6715 0.2330 0.32
H 1.6741 0.5480 -0.3141 0.43
H 1.0861 -0.7903 -1.2300 0.38
H 2.3017 -1.0895 0.1150 0.35
H -1.0017 -2.2791 1.2556 0.45
H -0.9531 -1.8315 -0.4563 0.26
H 0.4137 -2.6226 0.4668 0.37
H -1.8265 0.1470 0.6577 0.63
H 0.4832 -0.6290 1.7592 0.39
H -1.5008 0.6604 -3.5736 -0.01
```

Kohn-Sham gap in Ha: 0.3653
SMILES: [H]/P=C/[C@H](C)C(C)C
LUMO energy in eV: 0.447
HOMO energy in eV: -9.49

Top of the stability list: P, leading by 8.9 kJ/mol.

P | ORCA calculation (wB97M-V/def2-TZVPD) on a 2-piece molecular cluster, C2H8NO3 overall.

The geometry in XYZ format:
```
14
Properties=species:S:1:pos:R:3:mulliken_charge:R:1
O -0.7210 1.0253 0.3772 -0.52
C -0.1481 -0.0212 0.2368 0.70
O 1.1534 -0.2234 0.0941 -0.44
C -0.9182 -1.3348 0.2911 -0.56
N -2.3316 -0.9977 0.6241 -0.33
H 1.4904 0.3086 -0.6749 0.46
H -0.5020 -1.9200 1.1248 0.31
H -0.8561 -1.9776 -0.5861 0.33
H -2.7211 -0.3986 -0.1156 0.37
H -2.4067 -0.3418 1.4213 0.37
H -3.0166 -1.7323 0.7689 0.34
H 3.3253 0.9109 -1.6742 0.31
H 2.7317 2.3495 -1.6260 0.31
O 2.5541 1.4264 -1.4160 -0.65
```

Kohn-Sham gap in Ha: 0.4279
LUMO energy in eV: -3.696
Total charge: +1
HOMO energy in eV: -15.34

Q | ORCA calculation (wB97M-V/def2-TZVPD) on a 2-piece molecular cluster, C2H8NO3 overall.

The geometry in XYZ format:
```
14
Properties=species:S:1:pos:R:3:mulliken_charge:R:1
O 0.4065 -0.4604 -0.9710 -0.56
C 0.0635 0.1182 0.0223 0.68
O -0.2656 1.3640 0.1909 -0.41
C -0.0932 -0.5904 1.3493 -0.69
N 0.3284 -2.0027 1.1345 -0.23
H -0.2229 1.9276 -0.6196 0.51
H 0.5023 -0.1146 2.0996 0.33
H -1.1265 -0.5342 1.6816 0.31
H 1.3130 -2.1007 1.3882 0.35
H -0.2410 -2.6246 1.7045 0.36
H 0.1840 -2.2171 0.1442 0.34
H -1.0614 2.4224 -2.7089 0.32
H 0.3935 2.6402 -3.0182 0.31
O -0.1804 2.1722 -2.3973 -0.64
```

Kohn-Sham gap in Ha: 0.4261
LUMO energy in eV: -3.661
Total charge: +1
HOMO energy in eV: -15.26

Top of the stability list: Q, leading by 38.1 kJ/mol.

P | ORCA calculation (wB97M-V/def2-TZVPD) on C32H39IN4O7Ru as an isolated structure.

The geometry in XYZ format:
```
84
Properties=species:S:1:pos:R:3:mulliken_spin:R:1
Ru -0.8394 0.1420 -0.9827 4.06
C -2.7475 4.5532 0.6481 0.00
N -3.6454 3.4962 0.1821 0.01
C -5.0721 3.7943 0.1130 0.00
C -3.1307 2.3454 -0.2503 0.00
O -1.9149 2.1290 -0.2784 0.04
C -4.1122 1.2890 -0.7243 0.00
O -3.3811 0.1236 -1.0303 0.02
C -4.0149 -1.1129 -0.7501 0.01
C -3.0545 -1.9595 0.0710 -0.01
O -1.8528 -1.6854 0.0832 0.08
N -3.5509 -3.0052 0.7315 0.01
C -2.6664 -3.8108 1.5716 0.00
C -4.9314 -3.4588 0.6318 0.00
H -3.1494 4.9848 1.5631 0.00
H -2.6468 5.3366 -0.1049 0.00
H -1.7686 4.1300 0.8479 0.00
H -5.2533 4.7209 0.6484 0.00
H -5.6728 3.0181 0.5871 0.00
H -5.4093 3.9258 -0.9170 0.00
H -4.6439 1.6506 -1.6091 0.00
H -4.8390 1.0952 0.0670 0.00
H -4.2305 -1.6262 -1.6905 0.00
H -4.9457 -0.9568 -0.2061 0.00
H -1.7507 -3.2632 1.7651 0.00
H -2.4238 -4.7534 1.0777 0.00
H -3.1725 -4.0214 2.5135 0.00
H -5.4081 -3.1001 -0.2769 0.00
H -5.5179 -3.1427 1.4970 0.00
H -4.9347 -4.5467 0.5953 0.00
C -1.7977 -4.2861 -2.2803 0.00
C -0.3612 -3.9329 -2.0310 0.01
N 0.4917 -4.8928 -1.7852 0.00
C 1.8048 -4.6239 -1.6290 0.01
C 2.3189 -3.3624 -1.7487 0.00
C 3.8000 -3.1334 -1.6351 0.00
O 4.0517 -2.1453 -0.6333 0.00
C 1.4220 -2.2946 -1.9765 -0.02
C 1.9079 -0.9640 -2.1979 0.00
N 1.1415 0.0660 -2.2097 0.18
C 1.6180 1.3627 -2.4878 0.00
C 2.8978 1.8052 -2.1613 0.00
C 3.2658 3.1192 -2.3847 0.00
C 2.3664 4.0211 -2.9395 0.01
C 1.0879 3.6019 -3.2752 0.00
C 0.7396 2.2846 -3.0428 -0.01
I -1.2136 1.6240 -3.5226 0.09
C 0.0368 -2.5508 -2.0945 0.01
O -0.8543 -1.6297 -2.3117 0.15
H -1.9860 -5.3032 -1.9439 0.00
H -2.0180 -4.2235 -3.3489 0.00
H -2.4604 -3.5848 -1.7762 0.00
H 2.4428 -5.4747 -1.4204 0.00
H 4.2001 -2.8010 -2.6009 0.00
H 4.2838 -4.0792 -1.3874 0.00
H 4.9863 -2.1576 -0.4051 0.00
H 2.9666 -0.8419 -2.4202 0.01
H 3.5828 1.1214 -1.6744 0.00
H 4.2572 3.4492 -2.1028 0.00
H 2.6514 5.0516 -3.1036 0.00
H 0.3769 4.2889 -3.7125 0.00
C 5.3375 1.3933 4.5081 0.00
C 4.0966 1.2281 3.6714 0.00
C 3.6196 -0.0265 3.3329 0.00
C 2.4824 -0.2030 2.5466 0.01
C 2.0805 -1.6181 2.2029 0.00
C 1.8198 0.9385 2.0717 0.02
C 2.2698 2.2259 2.4228 0.00
C 1.5351 3.4812 2.0157 0.00
C 3.3938 2.3423 3.2231 0.00
C 0.6979 0.7899 1.0966 0.01
O -0.2476 -0.0343 1.2503 0.15
O 0.7294 1.4702 0.0276 0.14
H 5.9243 0.4759 4.5280 0.00
H 5.0806 1.6494 5.5385 0.00
H 5.9620 2.1969 4.1172 0.00
H 4.1412 -0.9082 3.6919 0.00
H 2.3604 -2.2873 3.0162 0.00
H 2.6096 -1.9482 1.3047 0.00
H 1.0152 -1.7116 2.0243 0.00
H 1.3092 3.4894 0.9527 0.00
H 2.1302 4.3609 2.2572 0.00
H 0.5906 3.5566 2.5623 0.00
H 3.7354 3.3331 3.5067 0.00
```

Kohn-Sham gap (alpha / beta) in Ha: 0.2831 / 0.2255
Spin multiplicity: 6
LUMO energy (alpha / beta) in eV: -2.385 / -3.955
Total charge: +1
HOMO energy (alpha / beta) in eV: -10.09 / -10.09

Q | ORCA calculation (wB97M-V/def2-TZVPD) on C32H39IN4O7Ru as an isolated structure.

The geometry in XYZ format:
```
84
Properties=species:S:1:pos:R:3:mulliken_spin:R:1
Ru -0.4553 -0.1941 0.2765 3.98
C 1.0156 3.1005 -3.1183 0.00
N 1.7292 1.8409 -2.9356 0.01
C 2.6960 1.4797 -3.9604 0.00
C 1.3699 1.0181 -1.9567 -0.01
O 0.4799 1.3266 -1.1401 0.05
C 2.0283 -0.3477 -1.8686 0.00
O 1.5763 -1.0106 -0.6991 0.04
C 2.5750 -1.4331 0.2220 0.01
C 3.3104 -0.2404 0.8393 -0.01
O 3.2560 0.8529 0.2952 0.00
N 4.0258 -0.5008 1.9498 0.00
C 4.1232 -1.8295 2.5314 0.00
C 4.6765 0.5908 2.6583 0.00
H 1.7275 3.8713 -3.4073 0.00
H 0.5337 3.3812 -2.1884 0.00
H 0.2587 3.0022 -3.8999 0.00
H 3.1854 2.3863 -4.3085 0.00
H 2.2095 0.9967 -4.8107 0.00
H 3.4656 0.8232 -3.5627 0.00
H 3.1100 -0.2394 -1.8562 0.00
H 1.7375 -0.9476 -2.7385 0.00
H 3.2863 -2.0895 -0.2924 0.00
H 2.0432 -2.0256 0.9659 0.00
H 4.2966 -2.5879 1.7677 0.00
H 3.2348 -2.1008 3.1093 0.00
H 4.9807 -1.8452 3.2008 0.00
H 4.4620 1.5189 2.1390 0.00
H 5.7556 0.4349 2.6921 0.00
H 4.2956 0.6507 3.6798 0.00
C 1.3038 -0.0239 4.5471 0.01
C 0.3431 1.0655 4.1885 0.00
N -0.1272 1.8280 5.1533 -0.01
C -0.9913 2.8007 4.8463 0.03
C -1.4363 3.0643 3.5664 -0.01
C -2.4555 4.1562 3.3489 0.00
O -2.0428 5.1506 2.4139 0.00
C -0.9653 2.2437 2.5175 -0.06
C -1.5141 2.5224 1.1867 -0.02
N -1.8196 1.6621 0.2843 0.13
C -2.5017 2.1262 -0.8872 0.03
C -3.1116 3.3872 -0.9354 0.01
C -3.7473 3.8464 -2.0728 0.00
C -3.8241 3.0475 -3.2008 0.00
C -3.2877 1.7736 -3.1619 0.00
C -2.6463 1.3156 -2.0170 -0.03
I -2.0380 -0.6906 -2.1016 0.08
C -0.0429 1.2384 2.8340 0.08
O 0.5153 0.4537 1.9264 0.31
H 1.6406 0.1163 5.5704 0.00
H 2.1571 -0.0303 3.8652 0.00
H 0.8141 -0.9993 4.4688 0.00
H -1.3447 3.3991 5.6790 0.00
H -2.6987 4.6105 4.3127 0.00
H -3.3858 3.7451 2.9500 0.00
H -1.3662 5.6990 2.8244 0.00
H -1.7345 3.5720 1.0287 0.02
H -3.1154 4.0255 -0.0641 0.00
H -4.1991 4.8288 -2.0666 0.00
H -4.3242 3.3952 -4.0938 0.00
H -3.3828 1.1235 -4.0208 0.00
C -2.7840 -5.8624 5.9122 0.00
C -2.4420 -4.8510 4.8593 0.00
C -3.4132 -4.0190 4.3222 0.00
C -3.1191 -3.0767 3.3430 0.02
C -4.2411 -2.2232 2.8218 0.01
C -1.7974 -2.9913 2.8715 0.00
C -0.7943 -3.8287 3.3980 0.01
C 0.6487 -3.7651 2.9744 0.01
C -1.1387 -4.7339 4.3903 0.00
C -1.4607 -2.0036 1.8252 0.00
O -2.0399 -0.8812 1.7435 0.16
O -0.5311 -2.2457 0.9687 0.16
H -3.7772 -5.6876 6.3215 0.00
H -2.0644 -5.8347 6.7305 0.00
H -2.7647 -6.8704 5.4940 0.00
H -4.4330 -4.0986 4.6790 0.00
H -5.1902 -2.6002 3.1990 0.00
H -4.2775 -2.2155 1.7328 0.00
H -4.1250 -1.1879 3.1391 0.00
H 0.9987 -2.7358 2.8984 -0.01
H 0.7972 -4.2286 1.9989 0.00
H 1.2641 -4.2884 3.7059 0.00
H -0.3659 -5.3642 4.8148 0.00
```

Kohn-Sham gap (alpha / beta) in Ha: 0.2748 / 0.2433
Spin multiplicity: 6
LUMO energy (alpha / beta) in eV: -2.926 / -4.020
Total charge: +1
HOMO energy (alpha / beta) in eV: -10.40 / -10.64

Top of the stability list: Q, leading by 39.3 kJ/mol.

P | ORCA calculation (wB97M-V/def2-TZVPD) on a single C3H6N2O2 molecule.

The geometry in XYZ format:
```
13
Properties=species:S:1:pos:R:3:mulliken_charge:R:1
N 1.5943 0.1523 0.6135 -0.42
C 0.3558 1.2170 0.5901 0.50
O 0.5400 2.3994 0.7330 -0.58
C -0.6941 0.4040 0.9132 -0.66
O -1.0205 -0.8508 0.4016 -0.39
C -1.1373 -1.1032 -0.8851 0.15
N -0.7080 -0.2986 -1.7568 -0.61
H 2.5014 0.6214 0.6494 0.29
H 1.5397 -0.4535 -0.2182 0.30
H -1.5525 0.9531 1.2132 0.36
H 1.1171 -0.2041 1.5371 0.45
H -1.5769 -2.0689 -1.1704 0.39
H -0.9589 -0.7684 -2.6206 0.23
```

Kohn-Sham gap in Ha: 0.2973
SMILES: [H]/N=C/O/C=C(\[NH3+])[O-]
LUMO energy in eV: 0.455
HOMO energy in eV: -7.63

Q | ORCA calculation (wB97M-V/def2-TZVPD) on a single C3H6N2O2 molecule.

The geometry in XYZ format:
```
13
Properties=species:S:1:pos:R:3:mulliken_charge:R:1
N -2.2072 -0.4302 -0.4604 -0.40
C -1.1383 0.2221 0.0880 0.55
O -1.0861 1.4278 0.2080 -0.58
C -0.0416 -0.7145 0.6050 -0.54
O 1.0063 0.0302 1.1829 -0.35
C 1.8256 0.6486 0.3145 0.14
N 1.8007 0.4363 -0.9302 -0.64
H -2.8975 0.1470 -0.9173 0.25
H -2.1412 -1.3921 -0.7529 0.21
H 0.3286 -1.3473 -0.2096 0.36
H -0.4453 -1.3457 1.4021 0.37
H 2.4902 1.3178 0.8657 0.39
H 2.5058 0.9999 -1.3958 0.24
```

Kohn-Sham gap in Ha: 0.3949
SMILES: [H]/N=C/OCC(N)=O
LUMO energy in eV: 0.876
HOMO energy in eV: -9.87

R | ORCA calculation (wB97M-V/def2-TZVPD) on a 2-piece molecular cluster, C3H6N2O2 overall.

The geometry in XYZ format:
```
13
Properties=species:S:1:pos:R:3:mulliken_charge:R:1
O -0.7888 -1.1807 -0.9538 -0.45
C 0.1106 -0.3846 -0.9169 1.08
N 0.1498 0.6767 0.3598 -0.63
C 0.8237 -0.3784 0.5233 0.54
N -1.9653 0.3808 2.3020 -0.73
O 1.6768 -1.1315 0.8244 -0.45
C 1.0608 -0.0768 -2.0506 -1.08
H -2.2185 1.1309 1.6553 0.25
H -1.7197 0.7798 3.2034 0.23
H -1.0446 0.2281 1.8515 0.28
H 0.6125 -0.2604 -3.0213 0.31
H 1.8968 -0.7333 -1.8214 0.30
H 1.4060 0.9495 -1.9558 0.35
```

Kohn-Sham gap in Ha: 0.3137
LUMO energy in eV: -1.471
HOMO energy in eV: -10.01

S | ORCA calculation (wB97M-V/def2-TZVPD) on a single C3H6N2O2 molecule.

The geometry in XYZ format:
```
13
Properties=species:S:1:pos:R:3:mulliken_charge:R:1
C -0.6384 1.3385 -1.2316 0.35
C -0.9203 0.9519 0.2413 -0.22
C 1.3605 -1.8693 0.7178 -0.37
H 0.3213 -0.2720 -1.5411 0.42
H -0.8575 1.9815 0.6283 0.32
H -1.9061 0.5535 0.1940 0.26
H -0.0024 0.1460 1.8387 0.23
H 1.1951 -2.8135 0.0829 0.25
H 2.1731 -1.6897 1.6714 0.25
N 0.0335 -0.0055 0.9001 0.06
N 0.3062 -1.0741 0.3638 -0.55
O 0.0414 0.4712 -2.0955 -0.49
O -1.1064 2.2817 -1.7701 -0.51
```

Kohn-Sham gap in Ha: 0.3521
SMILES: C=NNCC(=O)O
LUMO energy in eV: 0.736
HOMO energy in eV: -8.85

Top of the stability list: Q, leading by 269.3 kJ/mol.